1.
Entry from OMol25: a molecular structure, C63H80N3O26 in a non-equilibrium geometry (ωB97M-V/def2-TZVPD).

As for the total charge: +1. As for the HOMO energy: -0.362 Eh.

Positions of all 172 atoms, in Å:
C -3.0060 1.9585 6.3232
C -2.3573 0.6347 6.8146
C -3.2446 -0.5992 6.5871
C -2.6782 -1.5570 5.5441
C -2.4841 -0.9194 4.1585
C -1.1597 -1.4176 3.5588
C -1.0850 -1.2264 2.0406
C 0.2665 -1.7919 1.5456
C 1.0043 -0.7462 0.6784
C 2.3446 -1.3322 0.2592
C 3.2707 -0.4386 -0.5910
C 3.1973 1.0698 -0.2651
C 2.6505 1.9355 -1.4169
C 1.4238 2.8073 -1.1270
C 1.4213 3.6327 0.1797
C 2.7620 4.2057 0.6985
C 3.0027 3.6929 2.1381
C 4.3615 3.0272 2.4376
C 4.8229 3.2845 3.8714
C 3.6926 3.0803 4.8596
N 3.3732 1.6656 5.0904
C 3.7969 0.9847 6.0895
N 4.6524 1.4741 7.1034
C 4.3840 0.5717 8.2474
C 4.1816 -0.7746 7.5454
N 3.5386 -0.2808 6.3254
O 2.3540 -0.8035 5.8454
C 1.2413 -0.6586 6.7471
C 0.7746 -1.9842 7.2677
O 0.3636 -2.7706 6.1701
C 0.6224 -4.1499 6.3507
C 2.0003 -4.5080 5.7704
H -3.9852 1.7519 5.9102
H -3.1568 2.6141 7.1770
H -2.3753 2.4294 5.5774
H -1.3646 0.5181 6.3814
H -2.2262 0.7395 7.8908
H -3.3102 -1.1422 7.5296
H -4.2644 -0.3206 6.3358
H -3.2960 -2.4427 5.4390
H -1.7067 -1.8773 5.9164
H -3.2932 -1.1550 3.4733
H -2.3988 0.1643 4.2237
H -1.0328 -2.4780 3.7741
H -0.3435 -0.8494 4.0061
H -1.1342 -0.1620 1.8154
H -1.8973 -1.7307 1.5253
H 0.9048 -1.9715 2.4081
H 0.1705 -2.6812 0.9282
H 1.1187 0.1217 1.3290
H 0.4043 -0.4228 -0.1719
H 2.8699 -1.6978 1.1397
H 2.1218 -2.2246 -0.3261
H 3.1426 -0.5836 -1.6580
H 4.2838 -0.7795 -0.3835
H 2.6903 1.2640 0.6742
H 4.2250 1.3948 -0.1176
H 3.4342 2.5753 -1.8192
H 2.3634 1.2805 -2.2363
H 0.5766 2.1249 -1.0454
H 1.2038 3.4123 -1.9997
H 0.9099 3.0448 0.9359
H 0.7678 4.4793 -0.0177
H 2.6353 5.2797 0.7891
H 3.6079 4.0575 0.0348
H 2.2347 2.9731 2.4151
H 2.8619 4.5300 2.8218
H 5.0874 3.3380 1.6933
H 4.2298 1.9521 2.3228
H 5.1172 4.3296 3.9460
H 5.6951 2.6783 4.1096
H 2.7928 3.6114 4.5856
H 3.9931 3.5034 5.8103
H 2.7651 1.1773 4.4394
H 5.5789 1.2308 6.7300
H 3.3987 0.8912 8.5853
H 5.1003 0.6242 9.0518
H 5.1873 -1.0681 7.2451
H 3.6625 -1.5147 8.1302
H 0.4246 -0.2729 6.1402
H 1.4096 0.0711 7.5312
H 1.5565 -2.5206 7.8113
H -0.0735 -1.8596 7.9447
H 0.5624 -4.4552 7.3963
H -0.1099 -4.7543 5.8261
H 2.6602 -3.6489 5.8761
H 1.8864 -4.7003 4.7108
H 2.4545 -5.3664 6.2564
C -2.1789 2.1391 8.5113
C -1.1273 2.4638 7.7584
C -1.2260 3.4399 6.6254
O -0.2077 3.6880 5.9979
C -2.5193 4.0273 6.3310
C -3.5856 3.7059 7.0798
C -3.4819 2.7458 8.2331
O -4.4770 2.5077 8.8834
O -4.7898 4.2087 6.8530
O 0.0980 1.9513 7.9394
H -2.1161 1.4368 9.3310
H -2.5804 4.7160 5.5001
H -5.3820 3.8224 7.5291
H 0.6480 2.3744 7.2501
C 2.2516 1.8949 -5.7064
C 2.8139 2.2236 -6.8769
C 2.1268 3.1319 -7.8533
O 2.7006 3.4050 -8.8903
C 0.8042 3.6368 -7.5119
C 0.2447 3.3030 -6.3450
C 0.9414 2.4173 -5.3576
O 0.3779 2.1689 -4.3049
O -0.9644 3.7315 -5.9797
O 4.0064 1.7691 -7.2406
H 2.7374 1.2430 -4.9938
H 0.3107 4.2774 -8.2289
H -1.1290 3.3460 -5.0963
H 4.1861 2.1563 -8.1207
C -1.6500 -6.1341 7.7364
C -2.1594 -6.9879 8.6329
C -3.5812 -7.4634 8.5521
O -3.9727 -8.2528 9.3891
C -4.4183 -6.9494 7.4760
C -3.9086 -6.0934 6.5821
C -2.4805 -5.6391 6.6484
O -2.0751 -4.8720 5.7942
O -4.6271 -5.5917 5.5812
O -1.4480 -7.4697 9.6463
H -0.6279 -5.7860 7.7837
H -5.4448 -7.2852 7.4366
H -4.0234 -5.0066 5.0830
H -2.0498 -8.0633 10.1391
C -0.2925 -2.1588 -10.5716
C -0.1736 -1.4395 -11.6968
C 0.3365 -0.0280 -11.6808
O 0.4381 0.5644 -12.7372
C 0.6817 0.5678 -10.3939
C 0.5575 -0.1510 -9.2744
C 0.0730 -1.5688 -9.2923
O 0.0039 -2.1647 -8.2322
O 0.8553 0.3393 -8.0679
O -0.4937 -1.9126 -12.8990
H -0.6548 -3.1740 -10.5677
H 1.0330 1.5912 -10.3932
H 0.6785 -0.3874 -7.4368
H -0.3082 -1.1868 -13.5275
C -2.9362 -7.3225 -13.4311
C -2.3750 -6.1235 -13.2331
C -1.3480 -5.8995 -12.1641
O -0.8701 -4.7842 -12.0576
C -0.9812 -7.0195 -11.3117
C -1.5441 -8.2189 -11.5066
C -2.5541 -8.4513 -12.5935
O -3.0118 -9.5700 -12.7254
O -1.2501 -9.2765 -10.7592
O -2.6836 -5.0560 -13.9635
H -3.6758 -7.4964 -14.1996
H -0.2518 -6.8408 -10.5343
H -1.7909 -10.0122 -11.1099
H -2.1352 -4.3228 -13.6175
C -1.5723 7.4427 -9.1701
C -2.1079 6.5771 -8.3004
C -3.4990 6.0399 -8.4744
O -3.9165 5.2419 -7.6561
C -4.2787 6.5053 -9.6124
C -3.7445 7.3735 -10.4807
C -2.3446 7.8909 -10.3214
O -1.9153 8.6639 -11.1560
O -4.4111 7.8323 -11.5345
O -1.4504 6.1341 -7.2324
H -0.5713 7.8345 -9.0559
H -5.2847 6.1249 -9.7189
H -3.7998 8.4396 -11.9968
H -2.0561 5.5162 -6.7763

2.
Entry from OMol25: 10 unconnected molecules or ions with the total composition C64H120N8O12 in a non-equilibrium geometry (ωB97M-V/def2-TZVPD).

As for the total charge: +4. As for the HOMO energy: -0.519 Eh.

Positions of all 204 atoms, in Å:
C 4.4433 7.3491 0.5263
N 3.6005 7.0185 1.6731
C 3.7792 7.5293 2.8867
C 2.9071 7.2328 3.9328
C 1.7303 6.5252 3.6401
C 1.5316 6.0149 2.3797
C 2.5357 6.1903 1.3998
C 0.8448 6.0528 4.7424
C 0.8461 6.7274 5.9658
C 0.0868 6.2933 7.0055
N -0.5535 5.1390 6.9300
C -0.4702 4.3666 5.7420
C 0.2139 4.8302 4.6470
C -1.2937 4.5647 8.0767
H 5.0872 6.5026 0.1901
H 5.0928 8.0315 0.9387
H 3.8508 7.8231 -0.2141
H 4.6370 8.1371 3.1389
H 3.1501 7.5720 4.8791
H 0.5765 5.6055 2.1244
H 2.4141 5.8262 0.4025
H 1.3310 7.7247 6.1674
H 0.0496 6.8172 7.9356
H -1.0515 3.3898 5.7709
H 0.2657 4.2667 3.7271
H -2.3031 4.9506 7.9855
H -0.8702 4.7408 9.0698
H -1.2912 3.5179 7.8350
C -2.8166 3.5714 0.1235
N -2.6438 2.5175 -0.8822
C -3.5054 2.5381 -1.8630
C -3.5696 1.4684 -2.7379
C -2.7787 0.3776 -2.4529
C -1.9333 0.3353 -1.3332
C -1.8219 1.4670 -0.6242
C -2.8838 -0.9136 -3.2632
C -3.8029 -1.9322 -2.9161
C -3.6558 -3.1211 -3.5910
N -2.7165 -3.2856 -4.4779
C -1.8385 -2.3649 -4.8167
C -1.9113 -1.1307 -4.1984
C -2.8408 -4.4354 -5.3518
H -3.7916 3.9530 0.1302
H -2.0770 4.3684 0.0132
H -2.6544 3.0475 1.0679
H -4.0930 3.4215 -1.9677
H -4.2923 1.4697 -3.4682
H -1.3796 -0.6034 -1.1079
H -1.2396 1.5830 0.2766
H -4.5389 -1.8349 -2.0606
H -4.1869 -3.9969 -3.3338
H -1.0596 -2.5498 -5.5462
H -1.2438 -0.4532 -4.6154
H -1.8805 -4.6528 -5.7861
H -3.5726 -4.1721 -6.1314
H -3.1720 -5.3087 -4.7712
C -0.2518 -4.9963 -9.9682
C 1.2253 -4.5339 -9.6208
N 2.3222 -5.5739 -9.7043
C 2.4923 -6.3464 -8.4486
C 2.0695 -6.5159 -10.8419
C 2.1863 -6.0292 -12.2506
C 3.5798 -4.7016 -10.0087
C 4.8364 -5.4269 -10.3101
O 5.5552 -5.6721 -9.1174
C 6.9588 -5.6371 -9.2089
H -1.0433 -4.2236 -9.6808
H -0.5573 -5.8848 -9.4293
H -0.3815 -5.1313 -11.0441
H 1.1630 -4.0719 -8.6155
H 1.4691 -3.7940 -10.4033
H 3.3363 -7.0173 -8.5162
H 1.6262 -6.9131 -8.2073
H 2.7160 -5.6318 -7.6050
H 1.0822 -6.9269 -10.6540
H 2.7469 -7.3653 -10.6706
H 1.5518 -6.7229 -12.7699
H 3.1800 -6.0845 -12.7034
H 1.8013 -5.0200 -12.4438
H 3.7282 -4.0095 -9.1957
H 3.2589 -4.1231 -10.8917
H 5.3662 -4.7261 -11.0157
H 4.6341 -6.3393 -10.9326
H 7.3401 -6.1526 -10.1057
H 7.2537 -6.1339 -8.2798
H 7.3679 -4.5927 -9.1820
C -3.1788 1.6473 3.6988
C -4.5535 0.9235 3.9677
N -4.8369 0.5916 5.4698
C -6.1930 -0.0136 5.4879
C -3.7584 -0.3692 6.0250
C -3.5051 -1.5652 5.1299
C -4.8342 1.8485 6.2469
C -5.6110 1.7159 7.6022
O -5.4436 0.5476 8.3484
C -6.2379 0.6177 9.5914
H -2.9771 2.5092 4.4019
H -3.3126 2.0995 2.7067
H -2.3433 0.9889 3.7541
H -4.5393 0.0349 3.3610
H -5.3610 1.6772 3.7290
H -6.1565 -0.7423 4.6708
H -6.9693 0.7639 5.3414
H -6.3492 -0.5040 6.4623
H -4.0233 -0.6342 7.0491
H -2.7657 0.1414 6.0728
H -2.8819 -2.2876 5.7130
H -2.8793 -1.2676 4.3246
H -4.3491 -2.0830 4.6508
H -5.3439 2.6125 5.6721
H -3.7789 2.0950 6.4016
H -6.6856 1.9575 7.4087
H -5.2448 2.6198 8.1567
H -7.2831 0.8770 9.3808
H -5.7138 1.2839 10.2251
H -6.1057 -0.4036 10.0316
C 3.1226 0.9457 -3.6549
C 1.8970 1.2510 -4.4702
N 1.5587 2.6709 -4.7175
C 2.7963 3.3196 -5.3900
C 0.4664 2.7617 -5.7916
C -0.9351 2.2504 -5.4462
C 1.2152 3.4609 -3.4544
C 0.8977 4.9113 -3.4952
O -0.4976 4.9741 -3.6098
C -1.1343 6.1834 -3.9942
H 3.0588 0.0077 -3.1145
H 3.1993 1.6069 -2.7483
H 4.0020 0.8996 -4.2340
H 1.1119 0.7644 -3.9501
H 1.9119 0.7981 -5.4231
H 3.5650 3.4316 -4.6665
H 2.4896 4.3504 -5.6258
H 3.1594 2.7934 -6.2691
H 0.7222 2.1222 -6.6027
H 0.3867 3.7561 -6.1623
H -1.4903 2.7634 -4.6755
H -0.6740 1.1925 -5.1979
H -1.6083 2.3516 -6.2895
H 2.1361 3.4482 -2.9355
H 0.4815 2.8970 -2.9218
H 1.3656 5.3652 -4.3627
H 1.1611 5.4351 -2.5688
H -1.9052 6.3934 -3.1938
H -1.6612 6.0615 -4.9763
H -0.4874 7.0238 -4.0174
C 1.9357 -1.8614 9.3083
C 2.7006 -2.1934 8.0619
N 2.3588 -3.4793 7.3328
C 0.8380 -3.5312 7.1052
C 3.0300 -3.4319 6.0060
C 4.5571 -3.3824 6.0399
C 2.6598 -4.6067 8.2568
C 2.6720 -6.0921 7.7813
O 3.8856 -6.2607 7.0295
C 4.2160 -7.4474 6.4094
H 2.1699 -2.5645 10.0648
H 0.8858 -1.8676 9.0667
H 2.3651 -0.8674 9.6143
H 3.7844 -2.2344 8.3088
H 2.6527 -1.3957 7.3770
H 0.6142 -2.6851 6.6013
H 0.3143 -3.5895 8.0542
H 0.5833 -4.4428 6.5636
H 2.4739 -2.6386 5.5719
H 2.7962 -4.3669 5.4605
H 4.9075 -2.3497 6.3596
H 5.0141 -3.5158 5.0211
H 5.0303 -3.9984 6.8430
H 2.0130 -4.4438 9.0865
H 3.6945 -4.5171 8.5258
H 1.8543 -6.4268 7.1359
H 2.7465 -6.7951 8.5627
H 4.2707 -8.2706 7.1400
H 5.1908 -7.2076 6.0459
H 3.5339 -7.7658 5.6003
C 1.3240 1.4470 6.1401
C 0.0554 0.6797 6.4734
O -1.0120 1.2792 6.7031
O 0.1199 -0.5825 6.3822
H 1.0166 2.4949 5.9445
H 1.7862 1.0186 5.2597
H 1.9988 1.4110 7.0229
C -6.7081 0.0753 -0.0376
C -5.1496 0.1158 0.0352
O -4.6120 1.2241 0.3029
O -4.5314 -0.8799 -0.4794
H -7.0062 1.0669 -0.2850
H -7.1758 -0.2295 0.8402
H -6.9657 -0.6203 -0.8381
C 0.8409 -0.9476 -8.5511
C 0.3857 -1.3402 -7.1548
O 0.3968 -0.5538 -6.2084
O 0.0164 -2.5657 -7.0955
H 0.0110 -1.0575 -9.2097
H 1.5566 -1.7468 -8.8191
H 1.2668 0.0574 -8.6017
C 1.3482 1.7318 0.1973
C 0.7395 3.0324 0.6368
O 0.2179 3.1504 1.7993
O 0.7340 4.0089 -0.1761
H 1.6370 1.9935 -0.7839
H 0.7400 0.8234 0.3210
H 2.2699 1.4648 0.7378